Below is an isolated molecule of C20H33NO5P2 at a distorted geometry, with properties calculated with ωB97M-V/def2-TZVPD.

Each line ends with the Mulliken charge.
CARTESIAN COORDINATES (ANGSTROEM)
C 3.9987 4.0222 2.6961  -0.645
C 4.9265 2.8526 2.7890  -0.183
C 5.5065 1.9768 1.5274  -0.322
C 4.3668 1.1652 0.6681  0.182
C 4.3770 1.1352 -0.8497  0.006
P 5.6659 2.0354 -1.9349  0.924
O 6.9684 1.1313 -1.9552  -0.638
O 5.9548 3.7049 -1.4873  -0.553
O 5.0391 2.0955 -3.5955  -0.494
C 3.1805 0.2240 -1.5815  0.071
O 2.5336 0.6221 -2.6951  -0.561
C 2.8297 -1.2036 -0.7849  0.389
C 2.5517 -2.6386 -1.5269  -0.672
C 1.0606 -2.8048 -2.1875  -0.493
C -0.1355 -1.9831 -1.4249  -0.273
C -1.5341 -2.8910 -1.2942  -0.589
C -2.5627 -1.9467 -0.3859  -0.419
C -4.1205 -2.4589 -0.4096  -0.601
C -5.0113 -1.5766 0.6974  -0.596
C -4.7762 0.0197 0.3940  -0.482
C -5.9473 1.0139 0.9676  -0.428
C -6.4774 1.9014 -0.3450  -0.458
C -6.9604 3.4225 0.0632  -0.850
C 2.7928 -1.1559 0.7319  0.255
P 2.4031 -2.6455 1.8618  0.338
N 1.7539 -2.1122 3.2813  -0.683
C 3.1329 0.3281 1.4237  -0.137
O 2.4333 0.7940 2.4622  -0.475
H 3.0283 4.0072 3.3710  0.223
H 4.2481 4.9480 2.0243  0.237
H 5.2997 2.5798 3.8892  0.279
H 6.2142 1.1424 2.0051  0.314
H 6.2099 2.6646 0.8938  0.348
H 5.1988 4.0286 -0.8857  0.382
H 4.2817 2.7744 -3.5235  0.335
H 3.3253 -2.6972 -2.4343  0.267
H 2.7946 -3.5894 -0.8486  0.305
H 0.7828 -3.9611 -2.0911  0.281
H 1.0521 -2.5804 -3.3557  0.311
H 0.1117 -1.6408 -0.3324  0.074
H -0.4286 -1.0791 -2.1468  0.265
H -1.2299 -3.8234 -0.6423  0.311
H -1.9784 -3.1985 -2.3321  0.240
H -2.2172 -1.8740 0.7543  0.191
H -2.4117 -0.8423 -0.8113  0.216
H -4.5996 -2.4690 -1.4774  0.284
H -4.1125 -3.5657 0.0320  0.294
H -4.5522 -1.7843 1.7700  0.236
H -6.1382 -1.8962 0.6693  0.327
H -3.7303 0.3530 0.8586  0.178
H -4.6194 0.1096 -0.7858  0.254
H -5.4289 1.7941 1.6787  0.278
H -6.8148 0.4615 1.5259  0.296
H -7.3302 1.2507 -0.8364  0.222
H -5.6194 2.0148 -1.1363  0.262
H -6.2837 3.7756 0.9630  0.253
H -6.7169 4.1043 -0.8826  0.282
H -8.1112 3.3991 0.3260  0.227
H 3.6172 -3.4048 2.0877  0.129
H 1.4015 -3.4791 1.2243  0.062
H 0.8067 -2.5504 3.3437  0.225

Cartesian forces, eV/Å:
2.132 -2.628 0.306
-1.892 2.288 0.176
0.723 0.217 1.196
-0.090 0.365 -3.617
-1.921 -0.434 4.027
3.759 -2.168 -2.304
-4.743 3.700 0.315
-2.595 -2.773 0.502
-0.462 1.754 4.523
-2.367 1.407 -3.708
4.227 -2.661 7.143
0.063 -0.158 4.288
0.785 0.421 -1.361
-0.711 -0.919 0.224
-1.217 -0.402 -1.343
0.880 0.939 1.587
0.146 0.231 -0.595
0.231 -0.305 1.653
1.208 0.274 -0.358
0.394 -0.572 0.004
1.015 1.064 -1.311
-0.257 -0.302 0.532
0.405 -0.837 -0.690
1.167 1.710 -4.706
-2.206 1.762 2.728
0.407 -1.498 -2.280
-2.893 1.076 3.645
4.831 -2.715 -6.751
2.775 0.691 -0.694
-1.223 -2.378 0.405
-1.764 -0.389 -2.549
-1.579 1.726 -1.141
-1.508 -1.510 0.648
1.511 -0.685 -1.260
1.372 -1.468 -0.528
-1.559 0.144 2.052
-0.511 2.501 -1.136
0.715 2.399 -0.237
0.160 -0.243 2.687
-0.217 -0.473 -2.244
0.818 -1.608 1.999
-0.817 1.508 -1.513
0.836 0.611 2.046
-0.582 -0.412 -2.478
-0.690 -2.344 0.866
0.954 0.177 2.031
-0.031 2.184 -1.242
-1.148 0.179 -2.159
2.149 0.729 0.040
-2.277 -0.818 -0.955
-0.650 0.037 2.517
-1.166 -1.657 -1.123
1.692 1.035 -1.157
1.585 1.573 0.772
-1.527 -0.398 1.685
-1.613 -0.569 -1.776
-0.883 -1.260 2.208
2.487 0.419 -0.432
-0.555 0.541 -0.842
1.243 0.361 -0.315
0.985 0.561 -0.001

Summary:
SMILES: C=CCC1=C(P(=O)(O)O)C(=O)C(CCCCCCCCCCC)=C([PH2]=N)C1=O
E_tot, Eh: -1894.975759
HOMO, eV: -8.6
Kohn-Sham gap, eV: 6.5249

Below is a cluster of 8 separate species, C20H34Cl12F6O4 in total at a distorted geometry, with properties calculated with ωB97M-V/def2-TZVPD.

Each line ends with the Mulliken charge.
CARTESIAN COORDINATES (ANGSTROEM)
C 1.9957 1.6713 3.4427  -0.611
C 1.5315 2.6436 4.4943  -0.430
O 1.1103 3.8835 3.9144  -0.261
C -0.0884 3.9230 3.4372  0.468
O -0.9203 3.0634 3.4585  -0.549
C -0.3342 5.2647 2.7308  0.766
F -1.3997 5.8581 3.2008  -0.278
F 0.6755 6.0773 2.8822  -0.245
F -0.5073 5.0357 1.4272  -0.198
H 2.7109 2.1394 2.7508  0.251
H 1.1830 1.3168 2.8131  0.047
H 2.5589 0.8812 3.9353  0.427
H 2.3445 2.9152 5.1607  0.357
H 0.7294 2.2086 5.0903  0.226
C -3.5465 -3.7973 0.1353  -1.391
C -2.3822 -2.8778 -0.1323  0.191
O -1.3622 -3.5948 -0.8585  -0.184
C -0.3964 -4.1150 -0.1819  0.471
O -0.1147 -3.8926 0.9368  -0.528
C 0.3886 -5.1263 -1.0392  0.754
F 0.0703 -5.0681 -2.3486  -0.200
F 1.7083 -4.9057 -0.9028  -0.214
F 0.1149 -6.3623 -0.5855  -0.276
H -4.4079 -3.2043 0.4387  0.440
H -3.3105 -4.5288 0.9035  0.345
H -3.8224 -4.2984 -0.7939  0.291
H -1.9735 -2.4607 0.7810  0.209
H -2.6904 -2.0341 -0.7475  0.078
Cl -0.0083 -0.3082 0.2819  0.131
C -1.0937 1.0939 0.3457  -0.429
C -1.7415 1.4494 -0.9595  -0.431
Cl -0.6019 2.3260 -2.0266  -0.117
H -0.5401 1.9377 0.7488  -0.006
H -1.8932 0.9027 1.0676  0.300
H -2.5665 2.1104 -0.7039  0.473
H -2.0860 0.5881 -1.5191  0.066
Cl -1.7608 -4.8914 -6.3418  -0.205
C -2.1237 -3.3368 -5.5583  -0.430
C -1.3648 -3.2161 -4.2391  -0.347
Cl -1.5043 -1.5358 -3.6259  -0.159
H -3.1969 -3.3151 -5.3704  0.291
H -1.8980 -2.5203 -6.2364  0.343
H -0.3044 -3.4244 -4.3432  0.339
H -1.7731 -3.8619 -3.4707  0.193
Cl 3.2482 -2.6588 3.2892  -0.208
C 2.8724 -1.9224 1.7056  0.427
C 3.6351 -2.6541 0.6134  -0.486
Cl 3.4226 -1.8115 -0.9434  -0.185
H 3.1184 -0.8687 1.7615  0.051
H 1.7963 -2.0295 1.5662  -0.292
H 3.3237 -3.6813 0.5095  0.304
H 4.6950 -2.5945 0.8600  0.402
Cl 2.4803 4.2549 0.7153  -0.161
C 2.6190 2.9936 -0.5625  0.073
C 4.0530 2.6655 -0.8371  -0.470
Cl 4.8935 2.0169 0.5594  -0.176
H 2.1375 3.3718 -1.4562  0.209
H 2.0945 2.1146 -0.1954  -0.156
H 4.5843 3.5309 -1.2256  0.374
H 4.0855 1.9243 -1.6410  0.313
Cl -2.2519 2.5161 -7.0072  -0.202
C -1.5997 3.2960 -5.5430  -0.197
C -0.0987 3.2587 -5.5187  -0.167
Cl 0.6249 4.4360 -6.6713  -0.205
H -2.0021 2.7701 -4.6811  0.093
H -1.9503 4.3252 -5.5097  0.363
H 0.2586 2.2799 -5.8261  0.350
H 0.3216 3.5209 -4.5548  -0.048
Cl -3.5449 -0.5670 4.2223  -0.225
C -2.0196 -0.3303 5.1236  -0.371
C -0.9007 -1.0719 4.4404  0.031
Cl 0.6016 -0.8111 5.3360  -0.188
H -2.1834 -0.7046 6.1283  0.415
H -1.8463 0.7413 5.1595  0.155
H -0.7626 -0.7833 3.3995  -0.202
H -1.1142 -2.1417 4.3914  0.411

Cartesian forces, eV/Å:
0.797 0.464 -0.594
0.255 -0.561 0.377
0.812 0.139 0.442
-0.539 0.180 -0.530
-0.445 -0.446 0.016
0.205 -0.804 -0.184
-1.311 0.432 0.436
1.100 0.932 -0.026
-0.241 -0.055 -0.411
-0.129 0.152 0.275
-0.139 -0.391 0.241
-0.364 -0.343 -0.099
0.053 0.071 -0.013
-0.089 0.158 -0.036
-0.066 0.059 -0.326
-0.359 0.486 0.274
-1.407 0.501 -1.086
0.431 -0.430 -1.148
0.787 0.127 2.188
0.365 -0.170 -0.160
0.335 -0.161 0.714
-0.498 -0.191 -0.206
0.125 0.276 -0.277
-0.001 -0.017 0.198
-0.049 -0.094 0.021
-0.012 -0.134 0.089
0.212 -0.103 0.101
0.203 -0.167 -0.308
0.105 0.011 -0.095
-0.408 0.194 0.583
0.253 0.154 0.094
-0.112 -0.006 -0.074
0.145 0.047 -0.090
0.157 -0.315 -0.024
-0.048 0.128 -0.364
-0.113 -0.113 0.042
0.082 -0.016 0.004
-0.265 0.204 0.527
-0.067 0.033 -0.292
-0.052 0.045 -0.007
0.064 -0.017 -0.006
0.255 -0.080 -0.079
-0.017 0.022 -0.132
-0.045 -0.067 -0.040
0.086 -0.023 -0.011
-0.573 -0.347 -0.184
0.520 0.692 0.623
-0.190 -0.016 -0.098
0.176 0.080 -0.089
0.101 0.018 0.008
-0.117 -0.169 -0.039
-0.028 -0.207 -0.178
-0.042 -0.105 -0.276
-0.048 0.046 0.624
-0.001 0.062 -1.096
0.247 -0.199 0.336
-0.066 0.057 -0.061
-0.114 0.006 -0.041
0.119 0.131 0.307
-0.022 -0.130 0.219
-0.022 0.067 0.019
-0.073 0.276 0.227
0.421 -0.031 -0.481
-0.124 -0.094 0.031
0.044 -0.122 -0.006
-0.092 -0.040 -0.109
0.063 -0.042 0.120
-0.214 -0.031 0.196
-0.049 -0.072 -0.127
-0.127 0.202 -0.010
-0.346 -0.530 -0.503
0.166 -0.060 0.153
0.033 -0.034 0.059
0.115 0.015 -0.044
0.088 0.416 0.093
0.107 0.052 0.325

Summary:
SMILES: CCOC(=O)C(F)(F)F.CCOC(=O)C(F)(F)F.ClCCCl.ClCCCl.ClCCCl.ClCCCl.ClCCCl.ClCCCl
E_tot, Eh: -7205.005406
HOMO, eV: -10.7
Kohn-Sham gap, eV: 10.9538
Energy above the lowest of the compared OMol25 structures with the same formula, charge and spin, kcal/mol: 0.0

Below is a structure of composition C20H34ClF5N3O5TeTm at a distorted geometry, with properties calculated with ωB97M-V/def2-TZVPD.

Each line ends with the Mulliken charge.
CARTESIAN COORDINATES (ANGSTROEM)
O 0.5055 0.1047 -1.9626  0.029
C -0.3356 0.2548 -2.9495  0.550
C -0.0901 1.5953 -3.6338  -1.015
C 0.5704 2.6146 -2.9611  0.845
H 0.9333 2.4360 -1.9516  0.197
C 0.7646 3.8493 -3.5844  -1.150
H 1.2743 4.6431 -3.0428  0.438
C 0.3087 4.0562 -4.8824  -0.521
H 0.4599 5.0174 -5.3693  0.395
C -0.3402 3.0202 -5.5593  -0.727
H -0.6909 3.1696 -6.5777  0.390
C -0.5386 1.7943 -4.9348  -0.217
H -1.0512 0.9836 -5.4525  0.410
H -0.1330 -0.5366 -3.6865  0.395
C -2.1273 -1.4014 -2.2706  -1.273
C -1.8048 0.0361 -2.5582  -0.101
H -3.1938 -1.6024 -2.3543  0.354
H -1.8180 -1.6810 -1.2404  0.174
H -1.5557 -2.0270 -2.9355  0.468
C -2.6497 1.1182 -2.3667  0.320
C -4.0640 1.0538 -1.8564  -1.388
H -2.2542 2.1108 -2.5770  0.326
H -4.7462 1.4508 -2.5938  0.433
H -4.1689 1.6583 -0.9438  0.270
H -4.3583 0.0306 -1.6116  0.304
Tm 0.0630 0.0863 0.1018  0.718
Cl -2.3887 0.2271 -0.0676  -0.499
C -1.0960 0.2349 2.7420  0.042
O -0.2121 -0.4103 2.1233  -0.651
N -1.2434 0.1066 4.0346  0.360
C -0.6943 -1.0400 4.7374  -0.913
C -1.9220 1.1267 4.8089  -0.909
H -1.7850 0.9279 2.2226  0.458
H -0.1320 -1.6551 4.0368  0.226
H -1.5169 -1.6268 5.1737  0.308
H -0.0449 -0.7041 5.5537  0.321
H -2.1148 1.9937 4.1735  0.266
H -1.3018 1.4267 5.6611  0.300
H -2.8728 0.7297 5.1845  0.369
H 4.8247 1.8808 -2.0378  0.353
H 4.7054 2.2228 0.6611  0.344
C 3.7420 1.7687 -1.9053  -0.991
C 3.6410 1.9642 0.5630  -0.981
N 3.4616 1.1449 -0.6243  0.339
H 3.3350 1.1535 -2.7146  0.356
C 2.8848 -0.0474 -0.5694  -0.127
O 2.1140 -0.4152 0.3536  -0.599
H 3.2929 1.4173 1.4416  0.306
H 3.1437 -0.7330 -1.3870  0.594
H 3.2738 2.7628 -1.9311  0.287
H 3.0531 2.8799 0.4559  0.281
H -0.0915 -5.3914 0.5464  0.327
H 2.1056 -5.5572 -1.0746  0.332
C -0.4742 -4.8508 -0.3280  -0.950
C 1.5896 -4.8360 -1.7201  -0.931
N 0.6042 -4.0996 -0.9585  0.370
H -1.2640 -4.1665 -0.0247  0.262
C 0.6406 -2.7793 -0.8924  0.893
O -0.1548 -2.1442 -0.1518  -0.871
H 2.3171 -4.1263 -2.1332  0.265
H 1.3796 -2.2717 -1.5383  -0.220
H -0.8748 -5.5750 -1.0470  0.344
H 1.1016 -5.3797 -2.5389  0.345
F -0.4573 4.9437 0.7312  -0.404
Te 0.0676 3.4593 1.8232  2.306
F -0.2398 4.5939 3.4824  -0.425
F -1.8987 3.0441 1.9550  -0.499
F 1.9039 4.0861 1.9053  -0.437
F 0.6847 2.0607 3.1457  -0.554
O 0.3045 2.3072 0.3420  -0.614

Cartesian forces, eV/Å:
2.525 -0.834 3.398
-1.977 0.621 -2.991
-0.263 -0.280 -0.147
0.007 0.192 -0.272
-0.169 0.102 -0.218
-0.028 -0.152 0.021
-0.090 -0.032 -0.119
-0.006 -0.062 0.011
-0.030 -0.167 0.078
0.031 -0.003 0.018
0.055 0.023 0.139
0.082 0.366 -0.150
0.076 0.172 0.105
-0.056 -0.026 -0.640
-0.050 0.077 0.620
-1.334 2.539 -1.258
0.006 -0.139 -0.102
-0.491 0.082 -1.119
0.060 -0.446 -0.621
1.261 -2.138 -1.777
-0.055 0.166 -0.314
-0.055 -0.132 -0.003
-0.314 0.200 -0.416
-0.040 -0.135 -0.415
-0.075 0.253 -0.115
-1.082 1.042 -1.797
-0.324 -0.232 4.840
0.425 -0.045 -0.143
-0.897 -0.420 1.839
-0.205 -0.254 0.694
0.072 0.063 0.333
-0.613 -0.163 0.046
0.479 -0.207 0.321
-0.053 0.100 0.128
0.188 0.165 -0.123
-0.013 -0.086 -0.172
0.010 -0.117 0.159
-0.024 -0.039 -0.250
0.100 0.177 0.063
-0.139 0.099 -0.047
-0.281 -0.109 -0.026
0.702 -0.168 -0.303
-0.343 0.336 0.004
-0.123 -0.359 0.142
0.007 0.236 0.184
-0.229 0.187 0.259
2.714 -0.359 -0.135
0.106 0.128 -0.135
-0.378 0.261 -0.124
0.048 -0.390 -0.028
0.198 -0.156 0.144
-0.135 0.083 -0.126
-0.049 0.156 -0.134
0.122 -0.171 0.098
0.050 -0.044 -0.219
-0.065 -0.138 -0.285
0.135 -0.040 0.004
-1.074 0.633 1.039
1.356 -1.128 -0.842
-0.142 -0.296 0.070
-0.233 -0.139 0.308
0.115 0.133 0.111
0.166 0.082 0.117
0.709 -1.172 1.272
-0.624 -0.213 0.608
0.451 -1.862 -2.788
2.729 0.596 0.251
-1.957 -0.323 -0.105
-0.978 1.981 -1.516
0.014 1.926 2.554

Summary:
2S+1: 3
E_tot, Eh: -3635.797670
⟨S²⟩: 2.002
HOMO (spin up / spin down), eV: -6.6 / -6.6
Kohn-Sham gap (spin up / spin down), eV: 4.3026 / 4.3049